Below is a 2-piece molecular cluster, C7H15Cl overall at a distorted geometry, with properties calculated with wB97M-V/def2-TZVPD.

XYZ file:
```
23
Properties=species:S:1:pos:R:3:forces:R:3:lowdin_charge:R:1
C -0.6423 0.6215 -0.0560 3.066 -1.691 0.710 -0.461
H 2.1589 -1.8116 -1.2812 -0.337 -0.456 0.171 0.084
H 0.1579 -1.8825 -1.2686 3.117 0.913 0.045 0.153
H 0.7473 -2.2765 1.1129 0.501 -0.260 0.466 0.087
C -0.5045 1.5698 1.1170 -1.110 -1.833 -0.156 -0.083
C 1.0820 -0.5726 0.1000 -2.045 5.537 0.041 -0.729
H -0.7860 0.7599 -2.2243 -0.239 -0.509 -0.159 0.076
H 2.0872 -1.2468 1.8339 0.097 -0.559 -0.304 0.078
H -2.7023 0.0460 0.3720 0.106 -0.070 0.191 0.088
C 1.2301 -1.2511 -1.1487 -3.349 -2.471 -2.009 -0.195
H -0.5271 1.0170 2.0609 0.171 0.081 -0.022 0.077
C 1.0952 -1.2712 1.3763 -0.260 -1.119 1.575 -0.137
H -1.8943 -0.9155 -0.8940 -0.039 0.479 0.609 0.086
C -1.7412 -0.3861 0.0795 0.159 -0.897 -1.196 -0.077
H -1.4274 2.1330 1.0852 -0.007 0.843 0.188 0.085
Cl 2.3985 0.7423 -0.0508 -0.080 -0.198 0.816 0.587
H -1.2493 2.2283 -1.3796 0.785 -0.953 0.151 0.119
C -0.5267 1.3447 -1.3542 -3.288 0.329 -0.155 -0.100
H 0.4454 -0.9844 2.2405 0.083 0.531 -1.083 0.089
H -1.3949 -1.1725 0.7542 -0.565 0.183 0.395 0.069
H 0.4058 1.7165 -1.5448 2.574 1.145 -0.136 0.018
H 0.3974 2.1122 1.0174 0.638 0.989 0.082 0.038
H 1.1903 -0.5204 -1.9476 0.019 -0.015 -0.220 0.047
```
Forces are in eV/Å.

Summary:
E_tot, eV: -20022.7515
HOMO-LUMO gap, Eh: 0.344
Net charge: 0